The following is a DFT calculation (ωB97M-V with the def2-TZVPD basis set) of a structure of composition C28H34BCsF7ILiMgNaO26P2S3.

Last column: Mulliken charge in e.
CARTESIAN COORDINATES (ANGSTROEM)
C1 3.98 0.51 -0.38  -0.51
C2 2.93 1.53 -0.47  0.68
C3 1.84 1.59 -1.70  -0.30
I1 2.36 -0.06 -3.02  0.06
O1 2.11 2.82 -2.41  -0.38
S1 1.40 4.16 -1.69  1.60
O2 1.60 5.31 -2.65  -0.70
O3 2.01 4.57 -0.39  -0.63
C4 -0.43 3.88 -1.62  -0.72
C5 -0.95 4.49 -0.20  -0.42
C6 -2.48 5.01 -0.29  -1.03
C7 -3.56 3.98 0.29  -0.32
O4 -3.17 3.36 1.54  -0.32
C8 -4.22 2.38 1.81  -0.26
C9 -0.80 2.30 -1.73  -0.26
S2 -1.13 1.90 -3.50  1.51
O5 0.03 2.07 -4.43  -0.61
O6 -2.18 2.89 -3.96  -0.68
C10 -1.86 0.21 -3.86  0.36
F1 -0.90 -0.87 -3.81  -0.26
F2 -2.23 0.26 -5.23  -0.22
C11 -3.23 -0.14 -3.07  0.54
F3 -4.35 0.46 -3.67  -0.24
F4 -3.22 0.16 -1.70  -0.19
C12 -3.53 -1.74 -3.15  0.38
F5 -3.40 -2.26 -4.43  -0.20
F6 -4.85 -1.92 -2.75  -0.20
F7 -2.72 -2.45 -2.15  -0.16
C13 0.38 1.51 -0.99  -0.71
P1 -0.11 -0.25 -0.43  0.39
S3 1.00 -0.88 1.07  0.29
H1 4.88 0.55 -1.07  0.48
H2 3.84 -0.27 0.46  -0.86
H3 2.89 2.27 0.40  0.48
H4 -0.91 4.51 -2.43  0.76
H5 -0.34 5.41 0.11  0.56
H6 -0.80 3.71 0.61  0.24
H7 -2.74 5.42 -1.32  0.31
H8 -2.53 5.92 0.42  0.37
H9 -3.78 3.19 -0.51  0.23
H10 -4.50 4.61 0.53  0.40
H11 -5.20 2.97 1.82  0.31
H12 -4.05 1.78 2.76  0.07
H13 -4.30 1.66 0.90  0.07
H14 -1.73 2.18 -1.06  0.08
H15 0.52 2.06 0.02  0.43
H16 0.02 -1.24 -1.46  -0.76
H17 -1.44 -0.14 0.11  0.21
O7 1.76 8.72 -2.90  -0.32
P2 1.64 8.75 -1.38  0.70
O8 2.93 8.21 -0.77  -0.27
O9 0.47 7.85 -0.95  -0.28
O10 1.39 10.18 -0.91  -0.75
O11 1.44 -1.43 4.10  -0.59
C14 1.30 -2.55 4.57  0.53
O12 1.02 -2.78 5.87  -0.38
C15 1.04 -4.21 6.10  -0.48
C16 0.81 -4.83 4.75  -0.21
C17 1.46 -3.84 3.82  -0.15
H18 2.01 -4.48 6.53  0.25
H19 0.25 -4.47 6.82  0.32
H20 1.21 -5.85 4.67  0.22
H21 -0.27 -4.88 4.55  0.19
H22 2.53 -4.05 3.69  0.24
H23 0.95 -3.80 2.86  0.06
Na1 2.89 -0.37 2.35  0.63
Li1 -0.46 11.36 -0.32  0.93
Cs1 -0.70 -3.29 -1.58  1.38
Mg1 3.79 -3.07 -0.08  0.09
O13 2.47 -7.28 4.37  -1.09
H24 2.29 -8.09 4.85  0.13
C18 -5.99 -1.35 3.19  -0.29
C19 -5.39 -2.21 4.26  -0.36
O14 -4.06 -1.71 4.36  -0.33
C20 -4.07 -0.43 3.91  0.71
O15 -3.15 0.33 4.01  -0.57
O16 -5.26 -0.13 3.32  -0.30
H25 -7.06 -1.18 3.34  0.29
H26 -5.83 -1.75 2.19  0.23
H27 -5.89 -2.09 5.23  0.28
H28 -5.39 -3.27 3.99  0.31
O17 -0.85 -8.07 0.28  -0.57
C21 -1.28 -8.81 -0.56  0.51
O18 -1.34 -10.16 -0.43  -0.35
C22 -1.80 -10.74 -1.66  -0.42
C23 -2.54 -9.63 -2.37  -0.51
C24 -1.79 -8.40 -1.92  -0.22
H29 -0.93 -11.09 -2.22  0.26
H30 -2.45 -11.59 -1.44  0.31
H31 -2.57 -9.76 -3.45  0.31
H32 -3.57 -9.59 -2.01  0.27
H33 -0.93 -8.19 -2.57  0.23
H34 -2.44 -7.53 -1.85  0.18
B1 7.10 4.02 -1.53  1.18
O19 8.31 4.84 -1.48  -0.53
C25 8.38 5.51 -2.64  0.54
O20 9.27 6.28 -2.92  -0.60
C26 7.23 5.16 -3.48  0.60
O21 7.00 5.59 -4.58  -0.61
O22 6.47 4.28 -2.84  -0.45
O23 7.42 2.59 -1.38  -0.52
C27 6.77 2.15 -0.31  0.63
O24 6.82 1.01 0.10  -0.71
C28 6.00 3.25 0.28  0.74
O25 5.30 3.18 1.27  -0.70
O26 6.18 4.36 -0.43  -0.49

Output
LUMO level = -3.90 eV

The following is a DFT calculation (ωB97M-V with the def2-TZVPD basis set) of a structure of composition C28H34Br36NO3.

Last column: Mulliken charge in e.
CARTESIAN COORDINATES (ANGSTROEM)
C1 -2.94 1.99 2.08  -1.24
C2 -1.65 1.68 1.93  -0.71
C3 -1.11 0.38 1.31  2.71
C4 -2.19 -0.39 0.50  -2.20
C5 -2.20 -0.06 -1.00  -0.86
C6 -2.66 1.38 -1.38  -0.14
C7 -1.85 1.81 -2.63  -0.13
C8 -1.92 3.33 -2.87  -0.66
O1 -1.48 4.02 -1.71  -0.31
C9 -2.36 5.09 -1.40  -0.58
N1 -0.72 -0.50 2.46  -0.49
C10 0.54 -0.14 3.01  -1.24
C11 0.65 0.72 4.10  -0.11
C12 1.89 1.03 4.64  -0.89
C13 3.04 0.49 4.10  -0.69
C14 2.94 -0.35 3.01  -0.36
C15 1.70 -0.64 2.51  1.02
C16 0.11 0.77 0.42  0.13
O2 0.39 1.97 0.25  -0.86
O3 0.76 -0.16 -0.16  -0.88
H1 -3.74 1.61 1.45  0.22
H2 -3.21 2.70 2.86  0.30
H3 -0.92 2.43 2.23  0.56
H4 -3.19 -0.33 0.94  0.52
H5 -1.89 -1.45 0.58  0.44
H6 -2.94 -0.74 -1.46  0.51
H7 -1.25 -0.30 -1.49  0.54
H8 -3.71 1.32 -1.71  0.17
H9 -2.57 2.11 -0.57  0.10
H10 -0.79 1.53 -2.54  0.30
H11 -2.23 1.25 -3.49  0.15
H12 -2.96 3.57 -3.14  0.18
H13 -1.21 3.58 -3.68  0.20
H14 -2.13 5.50 -0.42  0.32
H15 -2.27 5.88 -2.17  0.27
H16 -3.38 4.67 -1.35  0.22
H17 -1.40 -0.33 3.20  0.52
H18 -0.23 1.15 4.58  0.35
H19 1.97 1.68 5.52  0.34
H20 4.02 0.71 4.52  0.40
H21 3.77 -0.83 2.48  0.26
H22 1.60 -1.31 1.66  0.62
C17 3.06 -1.40 -0.80  1.75
Br1 3.87 -2.16 0.79  -0.14
Br2 4.27 -0.23 -1.73  -0.07
Br3 2.35 -2.77 -1.97  -0.13
H23 2.20 -0.79 -0.47  -1.20
C18 0.04 -0.53 -5.59  -0.41
Br4 1.55 -0.99 -4.49  0.07
Br5 -1.60 -1.20 -4.84  -0.06
Br6 -0.05 1.37 -5.92  -0.05
H24 0.18 -1.01 -6.54  0.39
C19 2.46 -6.09 -0.06  0.28
Br7 1.38 -7.50 -0.82  -0.05
Br8 1.66 -5.35 1.52  0.11
Br9 4.26 -6.68 0.27  0.04
H25 2.51 -5.30 -0.80  -0.32
C20 0.85 -7.54 4.58  0.15
Br10 -0.27 -8.94 3.86  0.02
Br11 0.10 -6.77 6.18  -0.01
Br12 2.66 -8.14 4.86  0.08
H26 0.88 -6.75 3.83  -0.24
C21 5.82 -9.36 3.22  0.30
Br13 6.52 -10.11 4.85  -0.05
Br14 7.09 -8.20 2.36  -0.08
Br15 5.18 -10.73 2.02  -0.02
H27 4.97 -8.75 3.49  -0.25
C22 -6.15 6.57 -2.66  -0.38
Br16 -5.74 5.40 -4.14  -0.03
Br17 -6.61 5.58 -1.07  -0.04
Br18 -4.71 7.81 -2.34  0.00
H28 -7.02 7.15 -2.94  0.41
C23 -8.38 2.13 -4.26  -0.29
Br19 -9.18 0.56 -5.04  -0.05
Br20 -9.54 2.96 -2.97  -0.02
Br21 -6.65 1.75 -3.51  0.07
H29 -8.23 2.84 -5.06  0.30
C24 7.54 -5.26 5.19  -0.16
Br22 9.11 -4.16 5.41  -0.05
Br23 6.83 -5.82 6.89  -0.01
Br24 6.21 -4.40 4.11  0.11
H30 7.85 -6.16 4.67  0.15
C25 -1.46 -10.08 -1.55  0.22
Br25 -1.94 -10.11 0.32  0.04
Br26 -0.75 -11.77 -2.14  -0.01
Br27 -2.93 -9.49 -2.65  -0.01
H31 -0.67 -9.34 -1.66  -0.30
C26 -1.97 10.16 -4.34  -0.24
Br28 -1.48 9.66 -2.55  -0.06
Br29 -0.68 11.35 -5.13  -0.06
Br30 -2.29 8.62 -5.45  0.04
H32 -2.91 10.70 -4.27  0.31
C27 -3.30 12.66 -8.51  -0.29
Br31 -4.17 12.74 -6.79  -0.02
Br32 -2.35 11.00 -8.75  -0.01
Br33 -4.54 12.99 -9.95  -0.04
H33 -2.56 13.45 -8.54  0.36
C28 8.93 -2.18 8.88  -0.15
Br34 10.49 -1.07 9.12  -0.03
Br35 8.21 -2.78 10.57  -0.02
Br36 7.59 -1.31 7.80  0.02
H34 9.25 -3.07 8.34  0.15

Output
LUMO level = 0.80 eV
charge = -1

no.,HOMO-LUMO gap (Ha),strongest force on any atom (eV/A)
1,0.04309,8.232
2,0.22976,2.062